DFT (ωB97M-V/def2-TZVPD) results for C12H14Cl4N4O4V as an isolated structure.

max |F| = 0.72 eV Å⁻¹
relative energy (zero: lowest compared OMol25 entry of this formula, charge and spin) = 0.000 eV
2S+1 = 4
HOMO level (spin up / spin down) = -7.05 / -7.41 eV
expectation value of S² = 3.7568
M = 471.02 g/mol

Each line ends with the natural charge from an NBO analysis.
Atoms and positions in Å:
H (-1.62021, -0.75884, 2.95814)  0.46
H (1.70066, -4.37403, 3.68315)  0.22
C (-2.27548, 4.37343, 0.58627)  -0.09
C (-2.82782, 3.63058, 1.62022)  -0.11
Cl (-2.83580, 5.97806, 0.28688)  0.04
N (-1.06210, -1.58263, 3.16067)  -0.80
O (1.85497, -0.91010, -1.15396)  -0.78
H (0.95585, -4.58937, -0.04276)  0.23
H (2.02414, -2.21226, 3.71042)  0.41
H (-1.51929, -2.41367, 3.49229)  0.41
O (-0.91082, 0.53863, 1.20996)  -0.87
O (2.96356, -2.87527, -1.24971)  -0.62
H (1.74252, -0.07685, 3.13223)  0.40
N (0.74256, -0.18611, 3.20652)  -0.78
H (0.17255, 0.44038, 2.58152)  0.47
H (-0.73387, -2.16684, 0.90438)  0.39
H (2.31820, -4.32892, 1.01450)  0.23
H (1.67814, -1.94446, 1.26315)  0.18
C (-1.38181, 1.78130, 1.04360)  0.21
V (0.36347, 0.06984, -0.31424)  1.25
C (0.25349, -1.41396, 3.33186)  0.69
Cl (-2.99046, 1.35279, 3.14008)  -0.02
H (-0.64873, -4.01205, 1.76555)  0.19
Cl (-0.54630, 4.74485, -1.48971)  0.04
H (0.28463, -5.43432, 2.08682)  0.23
C (-0.79696, 2.53795, 0.00009)  0.32
N (1.05130, -2.44958, 3.60845)  -0.58
C (-1.26216, 3.83116, -0.21564)  -0.14
C (0.36456, -4.34812, 2.00015)  -0.42
O (0.15648, 1.95296, -0.70277)  -0.79
H (-0.44408, -2.47131, -0.67578)  0.39
N (-0.07265, -2.01364, 0.15372)  -0.85
C (-2.36283, 2.33163, 1.84334)  -0.11
C (2.13889, -2.12062, -0.78276)  0.78
C (1.29076, -4.01270, 0.82352)  -0.42
C (0.77027, -3.88111, 3.40483)  -0.22
H (0.02431, -4.21219, 4.13167)  0.21
C (1.27717, -2.54285, 0.44008)  -0.17
Cl (-4.07065, 4.28598, 2.62297)  0.03